Computed, not measured: a 9-piece molecular cluster, C38H76ClF3O8PS overall, with wB97M-V/def2-TZVPD.

XYZ file:
```
128
Properties=species:S:1:pos:R:3:forces:R:3
F 1.07751 0.69361 -0.79183 0.104 0.022 -0.047
C 0.08820 -0.03964 -0.28461 -0.134 -0.052 -0.102
F 0.60442 -0.83669 0.65432 -0.014 -0.025 0.113
F -0.75715 0.81877 0.34854 0.002 0.038 -0.076
C -0.62709 -0.83685 -1.35797 0.101 -0.142 -0.060
C -2.09142 -1.15691 -1.05919 -0.009 -0.161 -0.214
P -3.26009 0.23004 -1.02467 0.253 -0.161 0.438
S -2.73285 1.73338 -2.32539 -0.166 0.236 -0.229
C -4.90893 -0.41943 -1.33387 -0.257 -0.061 0.027
C -5.94240 0.11901 -0.32719 -0.060 -0.065 0.033
C -7.19812 -0.74881 -0.33233 0.145 0.050 -0.185
Cl -6.83448 -2.32174 0.44193 -0.120 0.075 -0.048
H -0.51190 -0.31435 -2.31029 -0.119 0.041 0.132
H -0.09249 -1.78582 -1.45484 0.007 0.125 -0.015
H -2.23477 -1.69465 -0.11246 0.048 0.097 -0.041
H -2.45049 -1.81462 -1.86023 -0.007 0.026 0.127
H -3.27160 0.74985 0.26960 0.023 0.028 0.004
H -2.41670 2.57240 -1.32793 0.043 0.039 -0.042
H -5.20273 -0.18477 -2.36209 0.096 -0.045 0.066
H -4.84522 -1.51077 -1.24050 0.037 0.111 0.023
H -6.21036 1.15445 -0.56184 0.040 -0.099 -0.023
H -5.51716 0.09969 0.68242 -0.088 0.057 -0.076
H -8.01740 -0.27545 0.20610 0.124 -0.106 0.067
H -7.52967 -0.97607 -1.34692 -0.010 0.095 0.090
C -1.31981 5.70297 -5.32423 0.030 0.061 0.047
C -0.18820 5.39660 -4.34484 -0.005 -0.054 -0.027
C -0.96563 4.95744 -3.11245 0.028 0.062 -0.002
O -2.16363 4.33295 -3.59547 0.031 -0.184 0.181
C -2.32167 4.60833 -4.99723 -0.026 -0.017 -0.092
H -1.01025 5.68293 -6.36802 0.007 -0.014 0.005
H -1.75596 6.68019 -5.11758 -0.018 -0.008 -0.017
H 0.43142 4.57792 -4.71722 -0.003 -0.005 0.010
H 0.45830 6.24939 -4.14533 -0.013 0.008 0.000
H -1.23981 5.81398 -2.48943 0.002 0.003 -0.007
H -0.41787 4.24062 -2.49533 -0.010 -0.009 0.002
H -2.11480 3.69276 -5.56177 0.005 0.003 0.002
H -3.35324 4.90747 -5.18125 -0.002 0.001 0.034
C -4.17038 10.45094 -6.65214 0.013 0.010 0.019
C -3.00024 10.17360 -7.59374 -0.013 -0.011 -0.020
C -2.23490 9.10598 -6.82392 0.003 0.017 -0.006
O -3.21345 8.36671 -6.08673 0.001 -0.026 0.017
C -4.46634 9.05731 -6.11525 -0.016 0.014 -0.011
H -5.03072 10.90071 -7.14492 0.006 -0.004 -0.009
H -3.85576 11.11197 -5.84223 -0.001 -0.005 0.002
H -3.36460 9.77134 -8.54098 0.003 -0.004 0.002
H -2.39261 11.05138 -7.80719 -0.006 0.004 0.010
H -1.52470 9.55677 -6.12239 0.002 0.008 -0.006
H -1.69051 8.41724 -7.47175 -0.003 -0.007 0.007
H -5.15563 8.51802 -6.77329 -0.003 0.008 -0.002
H -4.88383 9.06406 -5.10776 0.007 -0.010 0.001
C 4.95774 -1.12849 1.99056 0.092 -0.001 -0.078
C 3.85805 -0.81208 0.98024 -0.034 0.034 0.099
C 4.51261 -1.22314 -0.32848 0.001 0.035 -0.077
O 5.38299 -2.30767 -0.01863 -0.012 -0.022 0.012
C 5.54252 -2.40721 1.40028 -0.044 -0.010 0.032
H 4.59476 -1.26677 3.00813 -0.009 0.001 -0.011
H 5.70389 -0.33214 2.00677 0.008 -0.013 0.023
H 2.97953 -1.43198 1.16958 0.011 -0.012 0.025
H 3.54764 0.23251 0.98289 0.002 0.000 0.016
H 5.09993 -0.40426 -0.75897 -0.025 0.024 0.014
H 3.78625 -1.55177 -1.07632 0.043 -0.028 -0.028
H 4.99850 -3.29085 1.75340 0.012 0.001 0.012
H 6.60068 -2.54325 1.62593 0.004 0.002 -0.020
C -2.39289 -3.21709 3.04955 0.010 0.027 0.002
C -1.56497 -2.21210 3.84722 -0.013 0.011 0.058
C -1.82566 -0.92167 3.08841 0.057 -0.016 0.044
O -3.14883 -1.03425 2.54258 -0.064 0.057 -0.386
C -3.61732 -2.38914 2.69185 0.019 -0.033 0.016
H -2.64589 -4.11416 3.61025 -0.019 0.002 -0.022
H -1.85585 -3.52301 2.14666 0.008 -0.001 0.003
H -1.94737 -2.14171 4.86728 0.000 0.009 -0.001
H -0.50768 -2.46280 3.90450 -0.016 -0.043 0.025
H -1.11078 -0.80616 2.26940 -0.028 0.011 0.068
H -1.77844 -0.02931 3.71375 -0.029 -0.001 0.001
H -4.36761 -2.42616 3.48298 -0.017 -0.007 0.038
H -4.09777 -2.69956 1.76218 -0.013 0.001 0.009
C 4.75301 -3.46940 -5.06107 -0.061 0.011 -0.026
C 4.46712 -2.53893 -3.88534 0.010 0.028 0.064
C 3.16574 -1.88353 -4.32608 0.029 0.018 -0.017
O 2.46815 -2.85593 -5.10179 -0.038 -0.008 0.025
C 3.34872 -3.93989 -5.42141 0.027 -0.024 0.007
H 5.41929 -4.29377 -4.81326 -0.004 0.004 0.016
H 5.19304 -2.90998 -5.88884 -0.010 -0.003 -0.005
H 4.31116 -3.11490 -2.97069 0.034 -0.016 -0.007
H 5.25759 -1.81386 -3.69697 0.010 -0.014 0.003
H 3.35504 -0.99876 -4.94399 0.006 0.007 0.013
H 2.53314 -1.58498 -3.48546 -0.007 0.008 -0.001
H 3.06329 -4.81569 -4.82959 0.007 -0.004 -0.004
H 3.23157 -4.18363 -6.47738 -0.010 0.012 0.000
C -6.84436 -5.00951 5.56181 0.005 0.027 0.001
C -7.82969 -4.83427 4.40734 0.018 -0.032 0.009
C -6.92925 -4.25597 3.32407 0.006 -0.037 0.064
O -5.62949 -4.80779 3.54623 0.041 0.040 -0.038
C -5.58595 -5.44910 4.82538 -0.016 -0.014 0.014
H -7.16790 -5.73502 6.30611 -0.007 -0.003 -0.007
H -6.67754 -4.05474 6.06495 0.004 -0.001 -0.001
H -8.22291 -5.80403 4.09676 0.003 0.002 -0.008
H -8.67102 -4.18487 4.64383 0.008 0.006 0.012
H -6.87040 -3.16387 3.39891 -0.027 0.000 -0.011
H -7.25321 -4.51819 2.31581 0.009 -0.001 0.000
H -5.56956 -6.53367 4.68010 0.000 0.000 0.005
H -4.66553 -5.15511 5.33279 -0.001 -0.001 -0.011
C 9.89865 0.77963 3.17282 0.000 0.011 -0.021
C 9.55821 2.00099 4.02456 0.001 -0.010 0.020
C 8.08110 2.19241 3.70685 0.020 0.010 -0.002
O 7.55592 0.88720 3.45181 -0.053 -0.022 -0.029
C 8.62729 -0.04784 3.30637 0.013 -0.004 0.010
H 10.78430 0.24354 3.51005 -0.002 0.007 0.010
H 10.05275 1.07495 2.13302 -0.005 -0.003 -0.001
H 9.69290 1.77256 5.08359 -0.005 0.000 0.000
H 10.15487 2.88019 3.78673 0.002 -0.007 -0.010
H 7.94584 2.81267 2.81436 0.008 0.005 0.002
H 7.51932 2.64049 4.52717 -0.008 -0.007 -0.004
H 8.66428 -0.68978 4.19299 0.010 -0.004 -0.003
H 8.42976 -0.67424 2.43454 -0.009 0.003 0.000
C 3.11920 -4.28304 5.93779 0.003 -0.022 -0.004
C 3.20888 -3.69744 4.53004 -0.004 0.022 0.005
C 1.91492 -4.20551 3.90695 0.021 -0.015 0.014
O 0.96450 -4.28828 4.97002 -0.025 0.031 -0.062
C 1.63054 -4.15022 6.22905 0.011 0.012 0.016
H 3.73643 -3.76235 6.66804 0.001 0.008 -0.010
H 3.41291 -5.33432 5.92855 -0.006 0.000 0.001
H 3.20718 -2.60588 4.57532 -0.010 -0.002 0.000
H 4.09290 -4.01518 3.97863 -0.001 -0.008 0.014
H 2.04893 -5.19931 3.46733 0.010 0.005 -0.008
H 1.52206 -3.53907 3.13454 -0.007 -0.004 -0.006
H 1.39606 -3.16696 6.65086 0.008 0.000 0.005
H 1.25403 -4.91579 6.90755 -0.009 0.000 -0.009
```
Positions in Å, forces in eV/Å.

Summary:
Maximum force in hartree/bohr: 0.0103
E_tot in eV: -97809.7477
Charge: +1
Kohn-Sham gap in hartree: 0.305
Multiplicity: 1
E_HOMO in eV: -10.825